(1)
DFT (ωB97M-V/def2-TZVPD) results for CH2N4O in the gas phase.

The geometry in XYZ format:
```
8
Properties=species:S:1:pos:R:3
H -2.029 -1.057 -0.396
N -1.718 -0.071 -0.070
C -0.439 -0.176 0.170
N 0.599 -1.333 0.290
N 1.690 -0.708 -0.089
O 1.579 0.595 -0.078
N 0.260 0.977 0.354
H 0.058 1.773 -0.181
```

Results
* charge: 0
* DFT total energy: -9072.63187 eV
* M: 86.1 g mol⁻¹
* HOMO-LUMO gap: 0.3576 hartree
* 2S+1: 1
* E_LUMO: -0.24 eV
* maximum force: 5.03 eV/A
* ΔE to the lowest compared entry with this formula, charge and spin: 353.7 kJ/mol


(2)
DFT (ωB97M-V/def2-TZVPD) results for CH2N4S in the gas phase.

The geometry in XYZ format:
```
8
Properties=species:S:1:pos:R:3
C -0.258 -0.151 0.129
N -1.019 -0.109 1.369
N 0.746 1.027 3.012
N 0.985 -0.030 2.733
N 1.053 -1.123 2.297
S -0.322 -1.518 1.319
H -0.787 -0.130 -0.839
H 0.583 0.436 -0.007
```

Results
* charge: 0
* DFT total energy: -17859.60311 eV
* M: 102.1 g mol⁻¹
* HOMO-LUMO gap: 0.3492 hartree
* 2S+1: 1
* E_LUMO: 0.26 eV
* maximum force: 5.10 eV/A
* ΔE to the lowest compared entry with this formula, charge and spin: 405.5 kJ/mol


(3)
DFT (ωB97M-V/def2-TZVPD) results for an isolated ion of composition CH2NO2 and charge -1.

The geometry in XYZ format:
```
6
Properties=species:S:1:pos:R:3
N 0.312 0.237 -0.648
C -0.188 -0.175 0.653
O -1.243 0.404 0.981
O 0.485 -1.009 1.307
H 0.977 -0.284 -1.163
H -0.344 0.827 -1.131
```

Results
* charge: -1
* DFT total energy: -6656.29925 eV
* M: 60.0 g mol⁻¹
* HOMO-LUMO gap: 0.3094 hartree
* 2S+1: 1
* E_LUMO: 4.79 eV
* maximum force: 1.36 eV/A
* ΔE to the lowest compared entry with this formula, charge and spin: 7.5 kJ/mol


(4)
DFT (ωB97M-V/def2-TZVPD) results for CH2NO2P as an isolated structure.

The geometry in XYZ format:
```
7
Properties=species:S:1:pos:R:3
C 0.741 -0.570 -0.526
N -0.078 0.377 -0.919
O 0.182 -1.531 0.165
O -1.186 -1.483 -0.069
P -1.651 -0.039 -0.687
H 1.779 -0.582 -0.394
H -2.004 0.871 0.543
```

Results
* charge: 0
* DFT total energy: -15939.71202 eV
* M: 91.0 g mol⁻¹
* HOMO-LUMO gap: 0.3560 hartree
* 2S+1: 1
* E_LUMO: 0.71 eV
* maximum force: 5.30 eV/A
* ΔE to the lowest compared entry with this formula, charge and spin: 369.7 kJ/mol


(5)
DFT (ωB97M-V/def2-TZVPD) results for a 2-piece molecular cluster, CH2NO2S overall.

The geometry in XYZ format:
```
7
Properties=species:S:1:pos:R:3
C 1.632 -0.393 1.806
N 2.673 0.128 2.085
O 0.808 -1.205 1.379
O -1.284 -1.724 -0.841
S 2.582 1.994 1.007
H -2.032 -2.244 -1.371
H -0.515 -2.027 -0.401
```

Results
* charge: -1
* DFT total energy: -17488.00765 eV
* M: 92.1 g mol⁻¹
* HOMO-LUMO gap (spin up / spin down): 0.2106 / 0.2487 hartree
* 2S+1: 3
* E_LUMO (spin up / spin down): 3.42 / 3.05 eV
* maximum force: 5.43 eV/A
* ΔE to the lowest compared entry with this formula, charge and spin: 32.2 kJ/mol


(6)
DFT (ωB97M-V/def2-TZVPD) results for a 2-piece molecular cluster, CH2NO2S2 overall.

The geometry in XYZ format:
```
8
Properties=species:S:1:pos:R:3
C 0.570 1.018 2.317
N -0.080 -0.121 0.490
O 0.986 1.936 1.685
O 0.338 0.425 3.316
S 0.619 -1.475 -0.223
S -0.435 1.184 -0.543
H 1.579 -0.789 -0.841
H 0.852 1.237 -0.983
```

Results
* charge: -1
* DFT total energy: -28325.04579 eV
* M: 124.2 g mol⁻¹
* HOMO-LUMO gap: 0.2370 hartree
* 2S+1: 1
* E_LUMO: 3.67 eV
* maximum force: 1.68 eV/A
* ΔE to the lowest compared entry with this formula, charge and spin: 91.7 kJ/mol


(7)
DFT (ωB97M-V/def2-TZVPD) results for a 2-piece molecular cluster, CH2NO3P overall.

The geometry in XYZ format:
```
8
Properties=species:S:1:pos:R:3
C -1.174 -0.514 0.414
N -2.207 -0.047 -0.132
O 2.439 1.669 0.827
O 2.256 0.507 -1.334
O -0.731 -0.377 1.564
P 2.191 0.346 0.158
H -0.498 -1.128 -0.458
H -2.276 -0.456 -1.039
```

Results
* charge: -2
* DFT total energy: -17990.70449 eV
* M: 107.0 g mol⁻¹
* HOMO-LUMO gap: 0.2833 hartree
* 2S+1: 1
* E_LUMO: 7.56 eV
* maximum force: 4.25 eV/A
* ΔE to the lowest compared entry with this formula, charge and spin: 97.8 kJ/mol


(8)
DFT (ωB97M-V/def2-TZVPD) results for a 2-piece molecular cluster, CH2NO3PS overall.

The geometry in XYZ format:
```
9
Properties=species:S:1:pos:R:3
C -0.885 1.183 0.174
N -1.285 2.222 0.489
O -1.025 -1.122 -1.409
O -2.169 -0.982 0.900
O 0.441 -1.023 0.665
P -1.050 -0.632 -0.027
S 2.949 0.505 -0.796
H 1.156 -0.684 0.101
H 1.867 0.532 -0.097
```

Results
* charge: -2
* DFT total energy: -28828.61846 eV
* M: 139.1 g mol⁻¹
* HOMO-LUMO gap: 0.2439 hartree
* 2S+1: 1
* E_LUMO: 6.47 eV
* maximum force: 3.17 eV/A
* ΔE to the lowest compared entry with this formula, charge and spin: 111.4 kJ/mol


(9)
DFT (ωB97M-V/def2-TZVPD) results for CH2NO3S as an isolated structure.

The geometry in XYZ format:
```
8
Properties=species:S:1:pos:R:3
C 1.356 -0.236 0.099
N -2.220 -0.277 -0.679
O 0.682 0.907 0.560
O 0.724 -1.321 0.308
O 2.348 -0.048 -0.575
S -1.519 -1.244 0.302
H 1.046 1.662 0.232
H -2.417 0.557 -0.246
```

Results
* charge: -1
* DFT total energy: -19537.62486 eV
* M: 108.1 g mol⁻¹
* HOMO-LUMO gap: 0.2672 hartree
* 2S+1: 1
* E_LUMO: 3.85 eV
* maximum force: 4.58 eV/A
* ΔE to the lowest compared entry with this formula, charge and spin: 123.2 kJ/mol


(10)
DFT (ωB97M-V/def2-TZVPD) results for a 2-piece molecular cluster, CH2NO4 overall.

The geometry in XYZ format:
```
8
Properties=species:S:1:pos:R:3
C 0.051 0.018 0.033
N 4.002 0.043 -0.026
O 4.403 -0.997 0.085
O 4.013 1.181 -0.033
O 2.171 -0.458 -0.115
O 1.118 0.557 -0.023
H -0.041 -1.088 0.103
H -0.939 0.519 0.005
```

Results
* charge: +1
* DFT total energy: -10732.65037 eV
* M: 92.0 g mol⁻¹
* HOMO-LUMO gap: 0.3957 hartree
* 2S+1: 1
* E_LUMO: -5.88 eV
* maximum force: 4.69 eV/A
* ΔE to the lowest compared entry with this formula, charge and spin: 384.7 kJ/mol


(11)
DFT (ωB97M-V/def2-TZVPD) results for an isolated ion of composition CH2NO4S and charge -1.

The geometry in XYZ format:
```
9
Properties=species:S:1:pos:R:3
C -0.376 -0.557 -0.107
N -1.379 0.562 0.157
O -1.534 0.942 1.294
O 2.063 0.767 -1.027
O -1.934 1.099 -0.788
O 2.127 -0.890 0.688
S 1.539 0.351 0.248
H -0.327 -1.238 0.689
H -0.178 -1.037 -1.155
```

Results
* charge: -1
* DFT total energy: -21582.68138 eV
* M: 124.1 g mol⁻¹
* HOMO-LUMO gap: 0.2909 hartree
* 2S+1: 1
* E_LUMO: 4.02 eV
* maximum force: 3.01 eV/A
* ΔE to the lowest compared entry with this formula, charge and spin: 386.9 kJ/mol


(12)
DFT (ωB97M-V/def2-TZVPD) results for a 2-piece molecular cluster, CH2NO5PS overall.

The geometry in XYZ format:
```
11
Properties=species:S:1:pos:R:3
C 3.401 -0.343 -1.569
N 2.325 -0.768 -0.926
O -4.350 2.498 1.130
O -3.033 1.784 3.189
O -4.399 -0.012 1.968
O 0.837 -2.701 -1.056
O 3.618 0.277 -2.620
P -3.931 1.430 2.111
S 0.793 -1.277 -1.353
H 0.417 -0.616 -0.116
H 4.321 -0.274 -0.759
```

Results
* charge: -2
* DFT total energy: -32922.67918 eV
* M: 171.1 g mol⁻¹
* HOMO-LUMO gap: 0.2909 hartree
* 2S+1: 1
* E_LUMO: 5.95 eV
* maximum force: 3.60 eV/A
* ΔE to the lowest compared entry with this formula, charge and spin: 0.0 kJ/mol